Entry 1:
{"formula": "C4H14N2O", "method": "ωB97M-V/def2-TZVPD", "homo_lumo_gap_ev": 9.8, "homo_ev": -8.937, "mol_weight_g_mol": 106.169, "e_lumo_ev": 0.849, "spin_multiplicity": 1, "total_energy_ev": -9401.8511, "largest_force_ev_per_a": 2.5, "de_lowest_kj_mol": 169.4, "elements": ["H", "H", "C", "N", "C", "O", "C", "H", "H", "H", "C", "N", "H", "H", "H", "H", "H", "H", "H", "H", "H"], "positions_angstrom": [[1.17594, -2.30814, -2.10738], [-1.11840, 0.78611, 1.94192], [0.46253, -0.42408, 1.96631], [0.15971, -0.49036, 0.50382], [0.94737, -0.09464, -2.36569], [-2.05811, 2.97761, -0.60998], [0.63802, -1.44800, -1.69373], [-2.95662, 2.73350, -0.81450], [1.35739, 0.19329, 1.92718], [0.07659, 0.53533, -2.23405], [1.04930, -1.44351, -0.23025], [-0.72922, 0.16253, 2.64912], [-0.75090, -0.94952, 0.51165], [2.09400, -1.27255, 0.03697], [1.90983, 0.33843, -2.12888], [-0.43458, -1.64283, -1.72352], [0.69293, -1.39033, 2.41666], [-1.91598, 3.59297, -1.34838], [0.76791, -2.45034, 0.15801], [1.00976, -0.21789, -3.47175], [-0.28420, 0.80083, 3.30391]], "forces_ev_per_a": [[-0.19, 0.24, -0.51], [-0.13, 0.06, 0.10], [-0.41, 0.34, -1.65], [-0.01, -0.89, 1.00], [-0.59, -1.20, -1.88], [0.13, 0.61, -0.72], [1.44, 0.53, 0.43], [-0.64, -0.52, 0.32], [0.20, 0.25, 0.90], [0.35, 0.64, 0.45], [-2.08, -0.58, 1.34], [1.58, 0.18, -0.57], [-0.11, 0.17, -0.46], [0.00, 0.26, -0.50], [-0.05, 0.24, 0.67], [0.04, -0.12, -0.16], [0.02, -0.20, -0.02], [0.50, -0.09, 0.41], [0.67, 0.18, -0.10], [-0.13, -0.15, 0.52], [-0.59, 0.05, 0.40]], "nbo_charge": [0.201, 0.362, -0.054, -0.624, -0.616, -0.924, -0.400, 0.461, 0.157, 0.222, -0.216, -0.832, 0.338, 0.192, 0.208, 0.198, 0.149, 0.463, 0.162, 0.199, 0.353]}


Entry 2:
{"formula": "C26H27F2N4O3S2", "method": "ωB97M-V/def2-TZVPD", "homo_lumo_gap_ev": 7.2, "charge": 1, "homo_ev": -10.652, "mol_weight_g_mol": 545.657, "e_lumo_ev": -3.462, "spin_multiplicity": 1, "total_energy_ev": -66601.8531, "largest_force_ev_per_a": 1.3, "de_lowest_kj_mol": 0.0, "elements": ["H", "C", "C", "C", "O", "C", "C", "C", "H", "F", "C", "C", "C", "N", "H", "C", "H", "N", "C", "C", "H", "H", "H", "O", "H", "C", "H", "H", "C", "H", "C", "H", "H", "C", "H", "O", "C", "F", "H", "C", "H", "S", "H", "C", "H", "C", "H", "C", "C", "H", "H", "H", "H", "C", "C", "N", "H", "H", "N", "C", "C", "S", "H", "H"], "positions_angstrom": [[2.27541, -8.31663, -1.00152], [-0.80015, 3.97152, 0.19390], [-4.72518, -1.09032, -0.66593], [-2.65943, -0.00133, -0.19678], [2.06876, 4.63864, -0.83878], [0.28496, 3.82333, 2.43922], [2.14324, 1.16209, 0.90326], [-4.03482, 0.01662, -0.17806], [2.25816, -4.12377, -2.43486], [-1.97384, 1.07221, 0.26209], [1.27864, -5.13349, -0.80638], [-4.08796, -2.20573, -1.17423], [1.57956, 0.40345, -1.72343], [1.01264, -2.76526, -1.49394], [0.43241, 5.33875, 1.10815], [-0.99495, 5.03678, -0.87112], [0.26499, -7.99738, -2.18018], [-0.60459, -1.23950, -0.75568], [2.13992, -0.17687, 0.55479], [0.75248, 4.17613, 4.76198], [-4.57446, 0.86685, 0.20482], [2.38474, -0.92645, 1.29057], [2.39929, 1.48684, 1.89862], [3.22715, -2.40817, -1.21059], [0.33861, 2.52204, 6.05331], [-0.12095, 2.07041, 4.01366], [0.36664, -5.00339, -0.19636], [-0.43014, -6.38598, -2.35498], [1.85176, -0.56043, -0.75337], [-0.45720, 1.06800, 4.22619], [0.32515, 2.88771, 5.03893], [-0.52077, -7.22012, -0.78836], [-0.08627, 5.18164, -1.44910], [0.73359, 4.64798, 3.46102], [-1.28252, 5.98545, -0.42272], [2.89529, 4.05060, 1.41349], [-0.13891, 2.52964, 2.70641], [-6.06112, -1.06029, -0.64124], [1.39061, 2.51123, -2.11754], [0.10673, -7.04644, -1.67641], [2.14214, -4.92067, -0.17268], [2.02627, 3.81724, 0.31867], [1.69291, -7.53649, 0.48338], [1.57224, 1.74316, -1.38275], [-1.78965, 4.73269, -1.54631], [1.27563, -4.11856, -1.96114], [1.07080, 5.64995, 3.24235], [2.10002, -1.98501, -1.15686], [2.16492, -7.36032, -0.49450], [-4.65492, -3.04168, -1.54836], [0.52434, -4.38769, -2.70542], [-0.58892, 3.00296, -0.26262], [-0.48942, 1.88794, 1.91585], [-1.95694, -1.09832, -0.68754], [-2.70423, -2.19399, -1.17915], [1.39388, -6.47317, -1.34183], [3.15580, -6.93800, -0.33924], [-1.70440, 3.86924, 0.80052], [0.32577, 4.31871, 1.08334], [1.85600, 2.09652, -0.07429], [-0.27031, -2.36522, -1.28301], [-1.61734, -3.42050, -1.74820], [1.09996, 4.81654, 5.55661], [1.38816, 0.10652, -2.74261]], "forces_ev_per_a": [[0.05, -0.08, 0.04], [-0.76, -0.08, -0.64], [0.35, -0.11, -0.06], [-0.12, -0.25, -0.12], [-0.17, -0.12, -0.33], [-0.18, -0.20, 0.86], [0.10, -0.26, 0.20], [0.04, -0.03, -0.01], [-0.22, -0.01, -0.01], [-0.03, -0.08, -0.02], [0.01, 0.12, -0.21], [-0.24, 0.05, 0.04], [0.13, 0.14, 0.14], [0.49, -0.22, -0.20], [0.01, -0.08, -0.01], [0.11, -0.06, 0.03], [-0.09, -0.04, -0.05], [0.52, -0.08, 0.11], [0.01, 0.04, -0.14], [-0.02, 0.03, -0.07], [-0.06, 0.10, 0.05], [0.06, -0.06, 0.08], [0.06, -0.05, 0.14], [0.09, 0.03, 0.08], [0.00, -0.03, 0.10], [0.03, 0.02, -0.04], [0.10, -0.02, 0.04], [-0.10, -0.01, -0.07], [0.58, 0.59, 0.13], [-0.04, -0.10, 0.01], [0.02, 0.00, -0.03], [-0.02, 0.01, 0.02], [-0.06, 0.04, -0.08], [-0.06, -0.03, -0.14], [-0.05, 0.12, 0.04], [-0.01, -0.28, 0.24], [-0.10, 0.15, -0.13], [-0.04, 0.01, 0.01], [-0.02, 0.03, -0.15], [0.07, 0.01, 0.00], [-0.05, 0.02, 0.00], [0.11, -0.22, -0.11], [-0.01, -0.02, 0.04], [-0.06, -0.17, -0.37], [-0.07, -0.03, -0.02], [0.24, -0.58, 0.12], [0.07, 0.15, -0.02], [-0.13, 0.12, 0.05], [0.02, 0.02, -0.02], [-0.14, -0.06, -0.03], [0.08, 0.05, -0.05], [-0.05, 0.02, 0.16], [-0.09, -0.11, -0.14], [-0.77, -0.45, -0.21], [0.20, 0.54, 0.25], [0.04, 0.14, 0.00], [0.05, -0.04, 0.05], [0.25, -0.05, 0.05], [0.93, -0.11, -0.04], [0.01, 0.99, 0.30], [-1.27, 0.24, 0.12], [0.21, 0.28, 0.08], [0.03, 0.07, 0.07], [-0.04, -0.02, -0.11]], "nbo_charge": [0.208, -0.239, 0.417, 0.394, -0.879, 0.069, -0.144, -0.341, 0.256, -0.337, -0.230, -0.284, -0.122, -0.461, 0.444, -0.639, 0.213, -0.513, -0.192, -0.201, 0.249, 0.242, 0.254, -0.529, 0.235, -0.179, 0.168, 0.189, -0.014, 0.232, -0.178, 0.168, 0.242, -0.146, 0.219, -0.858, -0.245, -0.303, 0.251, -0.411, 0.214, 2.266, 0.167, -0.185, 0.247, -0.229, 0.218, 0.674, -0.407, 0.248, 0.211, 0.236, 0.247, 0.084, -0.201, -0.440, 0.204, 0.238, -0.562, -0.394, 0.300, 0.390, 0.237, 0.230]}


Entry 3:
{"formula": "C5H7N5", "method": "ωB97M-V/def2-TZVPD", "homo_lumo_gap_ev": 7.7, "homo_ev": -7.869, "mol_weight_g_mol": 137.146, "e_lumo_ev": -0.184, "spin_multiplicity": 1, "total_energy_ev": -12742.3620, "largest_force_ev_per_a": 3.7, "de_lowest_kj_mol": 618.6, "elements": ["C", "H", "C", "H", "H", "N", "H", "C", "C", "N", "H", "H", "C", "N", "H", "N", "N"], "positions_angstrom": [[3.18104, 0.41228, 0.09383], [-3.37205, -1.03841, 0.02308], [-1.26648, -1.28522, -0.30901], [-2.58317, 0.90644, -1.08366], [-2.34438, -0.61697, 1.42979], [-0.30729, 1.16767, -0.30251], [3.54256, 0.91323, 0.99242], [1.12787, -1.12086, 0.39416], [1.71374, 0.17989, 0.16825], [-0.06962, -1.23464, 0.13538], [3.70792, -0.52943, -0.00672], [3.40039, 1.04909, -0.76209], [-2.42339, -0.60901, 0.34151], [-2.47785, 0.84714, -0.06548], [-1.39843, -1.65139, -1.32292], [0.90768, 1.16867, -0.12042], [-1.33855, 1.44153, 0.39437]], "forces_ev_per_a": [[0.12, 0.16, 0.06], [0.07, -0.05, 0.10], [0.13, -0.39, -0.09], [0.26, -0.06, 0.16], [-0.08, -0.04, -0.12], [-3.07, -1.25, -1.69], [0.04, -0.01, 0.03], [-0.95, -1.25, 0.74], [-0.91, 1.46, -0.63], [0.00, 0.05, -0.31], [0.04, -0.10, -0.02], [0.09, 0.00, 0.04], [0.06, 0.25, 0.27], [-1.02, -0.16, -1.04], [0.08, 0.03, -0.03], [2.21, 1.25, 0.87], [2.93, 0.10, 1.67]], "nbo_charge": [-0.637, 0.223, -0.026, 0.342, 0.225, 0.017, 0.232, 0.108, 0.091, -0.275, 0.232, 0.230, -0.287, -0.435, 0.196, -0.122, -0.114]}


What is the formula in the third record? C5H7N5